{
  "formula": "C38H99BeF6N9Na2O15P",
  "method": "ωB97M-V/def2-TZVPD",
  "homo_energy_ev": -5.29,
  "energy_ev": -119968.23430,
  "charge": -1,
  "orbital_gap_ev": 5.67,
  "symbols": ["Be", "Na", "Na", "C", "O", "O", "O", "C", "O", "O", "O", "P", "F", "F", "F", "F", "F", "F", "C", "C", "C", "O", "C", "N", "H", "H", "H", "H", "H", "H", "H", "H", "H", "H", "H", "C", "C", "C", "O", "C", "N", "H", "H", "H", "H", "H", "H", "H", "H", "H", "H", "H", "C", "C", "C", "O", "C", "N", "H", "H", "H", "H", "H", "H", "H", "H", "H", "H", "H", "C", "C", "C", "O", "C", "N", "H", "H", "H", "H", "H", "H", "H", "H", "H", "H", "H", "C", "C", "C", "O", "C", "N", "H", "H", "H", "H", "H", "H", "H", "H", "H", "H", "H", "C", "C", "C", "O", "C", "N", "H", "H", "H", "H", "H", "H", "H", "H", "H", "H", "H", "C", "C", "C", "O", "C", "N", "H", "H", "H", "H", "H", "H", "H", "H", "H", "H", "H", "C", "C", "C", "O", "C", "N", "H", "H", "H", "H", "H", "H", "H", "H", "H", "H", "H", "C", "C", "C", "O", "C", "N", "H", "H", "H", "H", "H", "H", "H", "H", "H", "H", "H"],
  "positions_angstrom": [[3.72, -32.01, -24.23], [5.19, -35.52, -25.60], [6.77, -32.36, -26.54], [6.39, -33.26, -23.83], [6.28, -32.04, -24.06], [7.47, -33.82, -24.13], [5.34, -33.85, -23.72], [3.87, -33.21, -26.97], [3.15, -33.73, -26.13], [4.77, -33.87, -27.54], [4.16, -32.02, -26.66], [1.16, -28.45, -20.32], [1.22, -29.13, -18.87], [1.08, -26.97, -19.63], [2.81, -28.41, -20.28], [1.09, -27.80, -21.82], [1.14, -29.95, -20.95], [-0.46, -28.52, -20.24], [9.57, -34.84, -19.49], [8.36, -34.76, -20.43], [7.72, -33.33, -20.35], [8.53, -32.41, -21.05], [8.03, -31.11, -20.79], [8.91, -35.06, -21.70], [10.17, -35.75, -19.49], [9.45, -34.80, -18.41], [10.23, -34.00, -19.68], [7.63, -35.51, -20.14], [7.64, -32.97, -19.33], [6.69, -33.33, -20.70], [7.05, -31.00, -21.25], [8.70, -30.36, -21.20], [7.97, -30.83, -19.74], [9.68, -34.40, -21.72], [8.37, -34.76, -22.50], [-1.97, -30.46, -24.99], [-1.83, -29.55, -23.77], [-2.98, -29.81, -22.78], [-4.26, -29.82, -23.42], [-5.35, -29.97, -22.52], [-0.51, -29.85, -23.23], [-1.12, -30.32, -25.65], [-2.88, -30.27, -25.56], [-1.92, -31.53, -24.75], [-1.80, -28.52, -24.13], [-3.00, -28.95, -22.11], [-2.82, -30.75, -22.25], [-5.19, -30.87, -21.94], [-6.32, -29.99, -23.03], [-5.26, -29.07, -21.91], [-0.26, -29.08, -22.63], [-0.52, -30.61, -22.55], [9.06, -27.97, -25.87], [8.97, -29.44, -25.41], [9.79, -30.46, -26.20], [9.32, -31.76, -25.95], [10.13, -32.78, -26.42], [9.23, -29.57, -24.01], [8.24, -27.33, -25.54], [9.00, -28.04, -26.95], [10.03, -27.53, -25.65], [7.96, -29.83, -25.53], [10.82, -30.39, -25.86], [9.80, -30.28, -27.28], [9.71, -33.75, -26.13], [11.13, -32.82, -25.99], [10.29, -32.78, -27.50], [8.85, -28.74, -23.58], [10.18, -29.25, -23.95], [3.79, -36.16, -21.51], [5.25, -36.23, -21.06], [5.59, -37.47, -20.19], [4.86, -37.45, -18.97], [5.30, -36.60, -17.93], [6.11, -36.28, -22.26], [3.52, -37.02, -22.12], [3.63, -35.22, -22.05], [3.17, -36.15, -20.62], [5.48, -35.32, -20.52], [6.65, -37.53, -19.94], [5.30, -38.27, -20.86], [6.37, -36.69, -17.79], [4.96, -36.82, -16.92], [5.10, -35.54, -18.12], [5.87, -35.43, -22.76], [7.08, -36.16, -21.99], [1.22, -28.65, -26.10], [2.32, -29.47, -25.60], [3.12, -28.71, -24.56], [4.30, -29.50, -24.19], [5.18, -28.74, -23.41], [1.68, -30.71, -25.10], [0.74, -29.24, -26.88], [1.58, -27.68, -26.44], [0.46, -28.47, -25.33], [2.84, -29.71, -26.53], [2.48, -28.49, -23.71], [3.49, -27.76, -24.95], [5.93, -28.36, -24.10], [5.58, -29.50, -22.74], [4.71, -27.91, -22.89], [0.96, -30.38, -24.48], [1.13, -31.13, -25.83], [0.58, -38.43, -26.47], [1.09, -37.12, -25.78], [1.42, -37.37, -24.24], [0.36, -38.06, -23.65], [0.55, -38.28, -22.28], [2.20, -36.56, -26.55], [-0.35, -38.71, -25.97], [1.28, -39.25, -26.31], [0.44, -38.37, -27.55], [0.29, -36.38, -25.79], [1.64, -36.42, -23.75], [2.31, -38.01, -24.24], [-0.08, -39.03, -21.80], [0.28, -37.37, -21.75], [1.51, -38.67, -21.96], [1.85, -36.27, -27.45], [2.42, -35.67, -26.12], [6.34, -27.47, -27.98], [5.05, -28.25, -27.58], [4.13, -28.54, -28.80], [3.35, -27.52, -29.34], [3.37, -27.31, -30.70], [5.57, -29.41, -26.86], [7.09, -28.08, -28.48], [6.70, -26.83, -27.17], [5.98, -26.74, -28.71], [4.51, -27.61, -26.88], [3.37, -29.28, -28.53], [4.70, -29.11, -29.52], [2.75, -26.43, -30.87], [2.99, -28.16, -31.26], [4.40, -27.10, -30.99], [4.79, -30.03, -26.72], [5.91, -29.22, -25.92], [3.12, -32.36, -19.66], [3.11, -32.56, -21.19], [1.73, -33.08, -21.71], [1.75, -33.26, -23.13], [0.46, -33.61, -23.62], [3.48, -31.33, -21.75], [2.90, -33.29, -19.15], [2.55, -31.49, -19.33], [4.16, -32.15, -19.44], [3.87, -33.31, -21.43], [0.94, -32.42, -21.37], [1.61, -34.06, -21.25], [0.15, -34.63, -23.40], [0.59, -33.61, -24.70], [-0.36, -32.97, -23.30], [2.76, -30.71, -21.42], [4.37, -31.12, -21.31], [-1.90, -32.46, -27.87], [-0.70, -33.41, -27.43], [-0.41, -34.44, -28.48], [-1.53, -35.32, -28.65], [-1.25, -36.52, -29.37], [0.42, -32.51, -27.12], [-1.91, -31.59, -27.22], [-2.83, -33.03, -27.82], [-1.64, -32.11, -28.87], [-0.99, -33.86, -26.48], [0.40, -35.04, -28.07], [-0.16, -33.97, -29.43], [-1.12, -36.25, -30.42], [-2.06, -37.23, -29.21], [-0.27, -36.95, -29.17], [0.89, -32.30, -27.99], [1.20, -32.99, -26.71]]
}



{
  "formula": "C38H99O12P",
  "method": "ωB97M-V/def2-TZVPD",
  "homo_energy_ev": -7.00,
  "relative_energy_kj_mol": 461.5,
  "energy_ev": -74864.47465,
  "charge": 0,
  "orbital_gap_ev": 7.31,
  "symbols": ["C", "C", "P", "C", "C", "C", "C", "O", "C", "O", "C", "H", "H", "H", "H", "H", "H", "H", "H", "H", "H", "H", "H", "H", "H", "H", "H", "H", "H", "H", "C", "C", "C", "O", "H", "H", "H", "H", "H", "H", "H", "H", "C", "C", "C", "O", "H", "H", "H", "H", "H", "H", "H", "H", "C", "C", "C", "O", "H", "H", "H", "H", "H", "H", "H", "H", "C", "C", "C", "O", "H", "H", "H", "H", "H", "H", "H", "H", "C", "C", "C", "O", "H", "H", "H", "H", "H", "H", "H", "H", "C", "C", "C", "O", "H", "H", "H", "H", "H", "H", "H", "H", "C", "C", "C", "O", "H", "H", "H", "H", "H", "H", "H", "H", "C", "C", "C", "O", "H", "H", "H", "H", "H", "H", "H", "H", "C", "C", "C", "O", "H", "H", "H", "H", "H", "H", "H", "H", "C", "C", "C", "O", "H", "H", "H", "H", "H", "H", "H", "H"],
  "positions_angstrom": [[1.84, -1.88, -0.52], [0.49, -1.99, -1.48], [-0.58, -3.40, -0.77], [-0.05, -5.13, -1.41], [-0.64, -5.52, -2.89], [-2.47, -3.08, -1.02], [-3.11, -3.13, 0.53], [-4.01, -4.28, 0.74], [-3.33, -5.57, 0.51], [-2.69, -1.77, -1.65], [-3.77, -1.81, -2.64], [2.52, -1.01, -0.91], [2.40, -2.93, -0.66], [1.59, -1.72, 0.62], [-0.08, -0.94, -1.47], [0.88, -2.25, -2.56], [-0.40, -6.00, -0.68], [1.14, -5.19, -1.40], [-1.79, -5.77, -2.74], [-0.13, -6.56, -3.21], [-0.46, -4.70, -3.71], [-2.88, -3.93, -1.71], [-3.74, -2.14, 0.71], [-2.22, -3.08, 1.32], [-4.00, -6.44, 0.97], [-3.29, -5.81, -0.66], [-2.25, -5.64, 0.94], [-4.83, -1.59, -2.19], [-3.56, -0.91, -3.40], [-3.81, -2.77, -3.30], [-4.92, -1.25, 3.76], [-3.44, -0.96, 3.93], [-3.21, 0.32, 4.70], [-2.84, -0.85, 2.64], [-5.42, -0.45, 3.21], [-5.08, -2.17, 3.19], [-5.42, -1.36, 4.73], [-2.96, -1.80, 4.44], [-3.64, 1.18, 4.18], [-2.14, 0.53, 4.80], [-3.65, 0.27, 5.70], [-3.26, -0.11, 2.17], [-7.07, -0.50, 9.00], [-6.57, -1.29, 7.81], [-5.24, -1.97, 8.11], [-6.42, -0.42, 6.69], [-6.36, 0.30, 9.27], [-8.02, 0.00, 8.77], [-7.21, -1.14, 9.87], [-7.31, -2.05, 7.53], [-4.47, -1.23, 8.34], [-4.89, -2.53, 7.23], [-5.33, -2.66, 8.95], [-5.76, 0.26, 6.93], [6.22, 1.07, -2.15], [4.83, 0.45, -2.17], [4.16, 0.65, -3.52], [4.03, 1.05, -1.15], [6.17, 2.15, -2.33], [6.69, 0.93, -1.17], [6.86, 0.62, -2.91], [4.90, -0.62, -1.95], [4.04, 1.72, -3.74], [3.15, 0.21, -3.52], [4.74, 0.19, -4.32], [3.97, 2.00, -1.34], [-2.45, 4.20, -0.48], [-2.44, 3.04, 0.50], [-1.33, 2.05, 0.17], [-3.70, 2.37, 0.47], [-2.64, 3.84, -1.50], [-3.26, 4.90, -0.24], [-1.50, 4.74, -0.46], [-2.30, 3.42, 1.52], [-1.48, 1.62, -0.82], [-1.34, 1.21, 0.88], [-0.35, 2.52, 0.21], [-3.83, 2.03, -0.43], [6.82, 3.42, -6.33], [5.43, 2.81, -6.36], [4.76, 3.01, -7.70], [4.63, 3.40, -5.34], [6.77, 4.50, -6.51], [7.29, 3.28, -5.35], [7.46, 2.97, -7.10], [5.50, 1.74, -6.13], [4.64, 4.07, -7.93], [3.75, 2.57, -7.70], [5.34, 2.55, -8.51], [4.57, 4.36, -5.52], [-6.30, -4.55, -1.43], [-7.18, -3.53, -2.14], [-8.62, -4.00, -2.21], [-6.69, -3.32, -3.46], [-6.30, -5.50, -1.97], [-5.26, -4.20, -1.40], [-6.64, -4.72, -0.41], [-7.13, -2.57, -1.61], [-8.71, -4.93, -2.77], [-9.24, -3.26, -2.73], [-9.04, -4.15, -1.21], [-6.73, -4.16, -3.94], [1.48, 5.95, 3.10], [1.12, 5.16, 1.85], [2.25, 4.23, 1.43], [0.83, 6.06, 0.79], [2.36, 6.58, 2.92], [0.67, 6.62, 3.38], [1.70, 5.28, 3.94], [0.22, 4.57, 2.04], [3.16, 4.80, 1.19], [1.98, 3.68, 0.52], [2.49, 3.52, 2.22], [1.63, 6.59, 0.61], [6.49, 2.01, 4.15], [5.12, 2.52, 4.58], [4.45, 1.56, 5.55], [4.29, 2.67, 3.43], [6.41, 1.05, 3.64], [6.95, 2.71, 3.44], [7.15, 1.90, 5.01], [5.22, 3.50, 5.04], [4.30, 0.57, 5.10], [3.46, 1.93, 5.84], [5.06, 1.43, 6.46], [4.20, 1.79, 3.01], [1.87, 9.13, -1.67], [3.21, 9.43, -1.01], [4.17, 10.08, -1.98], [3.78, 8.22, -0.51], [2.00, 8.43, -2.51], [1.19, 8.65, -0.96], [1.40, 10.04, -2.05], [3.05, 10.09, -0.15], [4.39, 9.42, -2.83], [5.13, 10.29, -1.49], [3.77, 11.03, -2.37], [3.92, 7.63, -1.27], [2.47, -8.77, -1.68], [2.02, -8.98, -3.12], [2.99, -9.86, -3.89], [1.91, -7.72, -3.77], [3.44, -8.27, -1.65], [1.77, -8.13, -1.14], [2.55, -9.72, -1.15], [1.02, -9.44, -3.13], [3.98, -9.40, -3.93], [2.66, -9.99, -4.92], [3.09, -10.84, -3.42], [2.79, -7.30, -3.76]]
}